Entry from OMol25: C6H11N in the gas phase (ωB97M-V/def2-TZVPD).

For the relative energy (zero: lowest compared OMol25 entry of this formula, charge and spin), the calculation gives 166.7 kJ/mol. The HOMO-LUMO gap comes out at 9.54 eV. Its SMILES is C/C=C/C=C/NC. As for the HOMO energy: -0.307 hartree. The molecular weight is 97.16 u.

Structure (ORCA input):
```
! RIJCOSX wB97M-V def2-TZVPD def2/J DEFGRID3
* xyz 0 1
C 3.46 0.42 0.20
N 2.37 -0.09 1.03
C 1.12 0.21 0.44
C 0.17 -0.68 0.14
C -1.11 -0.26 -0.49
C -2.27 -0.11 0.15
C -3.54 0.14 -0.57
H 3.50 1.51 0.14
H 3.37 0.08 -0.83
H 4.43 0.11 0.60
H 2.48 -1.10 0.96
H 0.91 1.26 0.34
H 0.36 -1.69 0.49
H -1.04 -0.05 -1.55
H -2.36 -0.37 1.20
H -4.13 0.97 -0.18
H -3.45 0.34 -1.63
H -4.27 -0.67 -0.44
*
```